# C48H114O36P6

A 10-piece molecular cluster, C48H114O36P6 overall at a distorted geometry (ωB97M-V/def2-TZVPD, OMol25).

```
204
C48H114O36P6, DFT ωB97M-V/def2-TZVPD
C 4.8724 4.8165 4.8062
C 5.7034 3.6848 4.2817
O 4.7970 2.9064 3.5899
P 5.2385 1.5791 2.7082
O 4.1643 0.5970 2.3717
O 6.4571 0.9262 3.5598
C 6.1670 0.2833 4.8263
C 5.8443 -1.2250 4.5522
O 5.9589 2.3370 1.4291
C 6.4782 1.6869 0.2521
C 7.9647 1.5677 0.4948
H 4.4291 5.4194 4.0137
H 4.1633 4.5420 5.5871
H 5.5280 5.5120 5.3302
H 6.4327 3.9536 3.5175
H 6.2808 3.1782 5.0551
H 7.0152 0.3656 5.5059
H 5.3055 0.6610 5.3769
H 6.6681 -1.7349 4.0527
H 5.5606 -1.7454 5.4670
H 5.0315 -1.1957 3.8265
H 5.9746 0.7209 0.2156
H 6.2727 2.2048 -0.6847
H 8.2078 1.0916 1.4447
H 8.3040 0.9864 -0.3626
H 8.4917 2.5210 0.5333
C -1.7879 -1.9870 -8.9855
C -2.4086 -2.5005 -7.7206
O -2.2921 -1.4597 -6.7993
P -2.1877 -1.7971 -5.1485
O -3.2941 -2.6343 -4.6744
O -0.6744 -2.3991 -5.0449
C -0.1450 -2.7515 -3.8003
C 0.9649 -1.7693 -3.3831
O -2.0464 -0.2587 -4.5642
C -0.9804 0.6115 -4.9702
C -1.6651 1.8145 -5.6221
H -0.9182 -1.3372 -8.8879
H -1.5311 -2.7985 -9.6663
H -2.4590 -1.2701 -9.4587
H -3.4585 -2.7683 -7.8387
H -1.7269 -3.3170 -7.4825
H -0.9004 -2.8862 -3.0262
H 0.3040 -3.7299 -3.9717
H 0.6036 -0.8661 -2.8915
H 1.5772 -2.1752 -2.5779
H 1.6812 -1.5098 -4.1626
H -0.4580 0.9844 -4.0892
H -0.2522 0.1418 -5.6313
H -0.9919 2.6539 -5.7963
H -2.0219 1.4715 -6.5933
H -2.4475 2.2403 -4.9939
C -3.9718 1.1469 1.2293
C -2.6160 1.2123 0.5727
O -1.8439 0.0822 1.0811
P -0.7508 -0.6421 0.1159
O -0.2189 0.2584 -0.9763
O 0.3366 -1.3054 1.1842
C 1.3993 -0.4951 1.6630
C 0.8725 0.4643 2.7995
O -1.5961 -1.8946 -0.4285
C -2.1766 -2.8885 0.3389
C -2.8064 -3.9703 -0.5933
H -4.5648 2.0503 1.0865
H -4.5656 0.2853 0.9242
H -3.9577 1.0490 2.3148
H -2.7351 1.0125 -0.4922
H -2.0864 2.1511 0.7347
H 2.1902 -1.1927 1.9384
H 1.8699 0.0778 0.8640
H 1.6810 0.9533 3.3428
H 0.2339 1.2308 2.3604
H 0.3425 -0.0828 3.5793
H -1.3942 -3.3774 0.9193
H -2.9047 -2.5891 1.0928
H -3.2825 -4.7483 0.0034
H -3.5960 -3.5238 -1.1977
H -2.0136 -4.4519 -1.1657
C -5.3811 2.9121 -1.8965
C -6.9320 2.9437 -1.9217
O -7.3811 2.9940 -0.5400
P -7.6225 1.6605 0.3097
O -7.2278 1.9063 1.7336
O -9.2302 1.2793 0.0301
C -10.1604 2.2787 0.3829
C -10.8249 2.9103 -0.8237
O -6.7235 0.5473 -0.3924
C -6.6856 -0.7426 0.1845
C -7.8959 -1.5710 -0.2868
H -5.0381 3.0702 -2.9190
H -5.0945 3.6635 -1.1607
H -5.1023 1.9428 -1.4834
H -7.2525 3.8749 -2.3890
H -7.3030 2.0749 -2.4654
H -10.9748 1.8171 0.9412
H -9.8069 3.1087 0.9946
H -11.6345 3.5868 -0.5497
H -10.1371 3.6009 -1.3117
H -11.1766 2.1031 -1.4662
H -5.7937 -1.2248 -0.2155
H -6.7590 -0.6689 1.2695
H -7.8638 -2.5590 0.1723
H -8.8360 -1.0867 -0.0225
H -7.7712 -1.6700 -1.3651
C -1.9741 -8.4006 0.7378
C -2.2795 -7.3159 1.7171
O -1.5722 -6.1248 1.6380
P 0.0383 -6.1256 1.7876
O 0.5713 -6.7421 3.0196
O 0.4129 -4.6122 1.6068
C 1.4593 -3.9535 2.3287
C 2.6246 -3.9343 1.2676
O 0.5471 -6.7331 0.3647
C 0.2566 -6.0484 -0.8551
C 1.2870 -6.5029 -1.8670
H -1.0784 -8.9413 1.0435
H -2.7981 -9.1131 0.7008
H -1.7268 -7.9499 -0.2234
H -3.3032 -7.0082 1.5040
H -2.4013 -7.5547 2.7736
H 1.1975 -2.9817 2.7472
H 1.7965 -4.6243 3.1190
H 2.7690 -4.9677 0.9522
H 2.2387 -3.4220 0.3863
H 3.5894 -3.5121 1.5488
H -0.7158 -6.3175 -1.2676
H 0.2769 -4.9589 -0.8288
H 1.1222 -7.5281 -2.1988
H 1.2591 -5.8409 -2.7325
H 2.2406 -6.4209 -1.3455
C 5.6257 -0.6968 -6.8099
C 4.4797 -1.3091 -6.0405
O 3.5387 -0.2108 -5.8391
P 3.8408 0.8759 -4.6698
O 5.0559 1.7274 -4.6817
O 2.4317 1.7558 -4.7082
C 2.0262 2.4579 -3.5876
C 1.4406 3.7852 -4.1130
O 3.7084 -0.0606 -3.4030
C 4.6880 -0.0279 -2.4009
C 3.9343 -0.7562 -1.2193
H 6.5781 -1.2269 -6.8178
H 5.2153 -0.6888 -7.8197
H 5.8274 0.3575 -6.6204
H 4.0684 -2.1404 -6.6130
H 4.7996 -1.7342 -5.0892
H 1.2632 1.8589 -3.0905
H 2.8447 2.6561 -2.8955
H 2.1124 4.2392 -4.8415
H 0.4988 3.5909 -4.6262
H 1.2408 4.4438 -3.2677
H 5.5948 -0.5478 -2.7099
H 5.0008 0.9775 -2.1190
H 3.5157 -1.7514 -1.3690
H 4.4666 -0.7355 -0.2683
H 3.0542 -0.1432 -1.0253
C -0.3175 -2.3454 5.2199
O -1.3682 -2.6210 4.3097
C -2.5814 -2.0794 4.7415
O -2.7846 -1.3001 5.7312
O -3.4670 -2.5048 3.8905
C -4.7245 -1.8263 3.8815
H -0.3400 -2.9397 6.1334
H -0.2800 -1.2696 5.3916
H 0.5574 -2.6444 4.6426
H -5.2164 -1.9423 4.8472
H -5.4424 -2.0536 3.0934
H -4.5744 -0.7553 3.7453
C -3.6817 6.2757 1.1507
O -3.4947 5.5225 -0.0330
C -2.3299 4.8408 -0.2396
O -1.3224 4.9101 0.4869
O -2.3702 4.2783 -1.4086
C -1.3495 3.3970 -1.7244
H -2.8372 6.9425 1.3246
H -3.6433 5.6291 2.0273
H -4.6562 6.7508 1.2642
H -1.3095 2.5513 -1.0379
H -0.3646 3.8636 -1.7049
H -1.5411 2.9219 -2.6865
C 5.7669 5.4615 -0.4626
O 4.7524 4.5363 -0.5451
C 3.6825 4.6583 0.2658
O 3.4856 5.5095 1.2026
O 2.8476 3.6946 0.0405
C 1.6928 3.4954 0.9065
H 5.4356 6.4954 -0.5590
H 6.5105 5.2005 -1.2156
H 6.2125 5.3188 0.5218
H 1.0983 4.4087 0.9302
H 1.9990 3.2868 1.9316
H 1.0027 2.7204 0.5731
C 1.9876 3.1406 9.1043
O 1.5994 2.1089 8.1679
C 2.4815 1.5684 7.3699
O 3.6718 1.9565 7.2469
O 1.9365 0.5133 6.8028
C 2.7148 -0.3614 5.9722
H 2.2913 4.0359 8.5618
H 2.7151 2.9399 9.8908
H 1.0908 3.4566 9.6370
H 3.5718 -0.7109 6.5480
H 3.1003 0.1627 5.0977
H 2.0722 -1.1665 5.6159
```

Values from the calculation:
SMILES string   CCOP(=O)(OCC)OCC.CCOP(=O)(OCC)OCC.CCOP(=O)(OCC)OCC.CCOP(=O)(OCC)OCC.CCOP(=O)(OCC)OCC.CCOP(=O)(OCC)OCC.COC(=O)OC.COC(=O)OC.COC(=O)OC.COC(=O)OC
Relative energy (zero: lowest compared OMol25 entry of this formula, charge and spin)   193.52 kJ/mol
Net charge   0
Total energy   -181081.06602 eV
HOMO energy   -10.30 eV
LUMO level   0.518 eV